The molecule C2H3ClS. Source: the OMol25 dataset; level of theory: wB97M-V/def2-TZVPD.

Its highest occupied orbital energy is -8.81 eV. The HOMO-LUMO gap comes out at 0.2868 Ha. Its structure (SMILES) is CC(=S)Cl. The total energy comes out at -25478.092 eV.

Last column: Mulliken charge in e.
CARTESIAN COORDINATES (ANGSTROEM)
C1 0.1708 0.7181 0.2213  -1.03
H1 1.0645 0.8091 -0.1959  0.36
C2 -0.1926 -0.6459 -0.1410  0.29
S1 0.5670 -1.3871 -1.7218  -0.23
H2 -0.0988 0.7631 1.2433  0.37
H3 -0.4649 1.3405 -0.3283  0.32
Cl1 -1.0460 -1.5978 0.9223  -0.09


The molecule C4H8O2. Source: the OMol25 dataset; level of theory: wB97M-V/def2-TZVPD.

Its highest occupied orbital energy (alpha / beta) is -7.13 / -7.08 eV. The HOMO-LUMO gap (alpha / beta) comes out at 0.2961 / 0.2905 Ha. The total energy comes out at -8368.998 eV.

Last column: Mulliken charge in e.
CARTESIAN COORDINATES (ANGSTROEM)
H1 -2.4580 -0.9331 -1.2425  0.22
C1 1.7368 -0.1669 0.3275  -0.46
H2 -0.0330 0.4798 -1.3640  0.46
O1 2.7207 -0.7584 1.1500  -0.53
H3 2.2868 0.5369 -0.3169  0.28
H4 -2.9314 0.4543 -0.2230  0.29
H5 2.2667 -1.3910 1.7222  0.33
O2 -0.5684 0.4721 0.6213  -0.29
C2 -0.8423 0.3626 -0.6513  -0.13
C3 -2.2634 0.1323 -1.0337  -1.04
H6 0.6946 0.6027 2.1985  0.45
H7 1.2590 -0.8976 -0.3777  0.31
C4 0.6373 0.4130 1.1343  -0.17
H8 -2.5055 0.6933 -1.9447  0.30


A structure of composition C36H87AsCrF6N7O13. Source: the OMol25 dataset; level of theory: wB97M-V/def2-TZVPD.

Its highest occupied orbital energy (alpha / beta) is -8.33 / -8.35 eV. Its expectation value of S² is 3.788. The HOMO-LUMO gap (alpha / beta) comes out at 0.2466 / 0.2764 Ha. Its spin multiplicity is 4. The total energy comes out at -181352.504 eV.

Last column: Mulliken spin population.
CARTESIAN COORDINATES (ANGSTROEM)
C1 -16.7347 -25.9115 -8.6890  0.00
C2 -10.0295 -24.8804 -3.6306  0.00
H1 -17.8062 -25.7703 -8.9425  0.00
C3 -13.3058 -17.7600 -8.7098  0.00
H2 -12.1838 -20.3273 5.0728  0.00
C4 -17.6962 -30.2967 0.5942  0.00
C5 -8.0108 -20.1675 -1.5923  0.00
C6 -10.9379 -21.9425 -6.2590  0.00
C7 -19.8130 -25.8225 -4.8666  0.00
O1 -13.6110 -25.7086 -3.4292  -0.05
H3 -14.2068 -24.9627 -8.7959  0.00
C8 -13.4044 -22.4385 4.0087  0.00
H4 -18.2576 -18.1752 -2.8884  0.00
C9 -9.8661 -24.3296 -2.1866  0.00
H5 -16.4031 -27.9697 -10.3371  0.00
H6 -17.0850 -26.2105 -1.6431  -0.03
H7 -12.1176 -20.5356 -5.6821  0.00
N1 -18.7433 -25.3711 -0.9081  0.00
H8 -14.4413 -27.7328 -1.0905  -0.03
H9 -10.1850 -21.4626 -6.8871  0.00
H10 -17.0210 -26.5120 -3.1157  -0.01
H11 -18.1465 -19.4724 0.5586  0.00
H12 -17.6593 -29.5511 1.3854  0.00
C10 -16.3693 -26.9834 -10.7964  0.00
F1 -17.1103 -22.2332 -2.2365  0.00
C11 -10.9157 -24.5437 -1.2606  0.00
H13 -20.2102 -20.6034 -0.2423  0.00
N2 -16.8118 -24.6349 -6.5838  0.00
H14 -19.5057 -23.3967 -2.7917  0.00
H15 -18.9873 -25.6851 0.0125  0.00
C12 -19.0662 -19.2409 -1.4392  0.00
H16 -13.6704 -16.8638 -9.2182  0.00
H17 -17.1067 -31.1704 0.8555  0.00
H18 -19.2736 -21.4622 -1.3769  0.00
H19 -13.7869 -19.6203 5.2248  0.00
C13 -17.8986 -19.2073 -0.4753  0.00
H20 -13.0737 -19.7679 -8.7685  0.00
H21 -13.1075 -21.5019 1.4204  0.00
H22 -16.4187 -23.8813 -8.5928  0.00
C14 -17.2604 -28.4793 -0.9186  0.01
H23 -15.2952 -18.2904 -8.0359  0.00
C15 -21.2567 -24.8866 -1.2910  0.00
H24 -10.3149 -20.6976 -2.7927  0.00
H25 -19.7127 -18.4096 -1.1535  0.00
H26 -14.2390 -25.4962 -7.1315  0.00
H27 -15.5577 -26.9330 -11.5221  0.00
C16 -19.8414 -20.5178 -1.2487  0.00
H28 -13.7515 -23.4745 4.0260  0.00
H29 -18.2990 -28.4415 -1.2825  0.00
H30 -16.1503 -18.3775 1.0429  0.00
H31 -12.9261 -20.2807 6.6169  0.00
H32 -11.8475 -22.7527 6.0649  0.00
H33 -17.1784 -27.7705 -0.0212  0.00
H34 -14.2026 -22.8554 1.4949  0.00
C17 -19.8941 -25.3212 -1.8396  0.00
H35 -12.4004 -17.3597 -2.4290  0.00
H36 -18.7092 -30.5487 0.2541  0.00
C18 -15.4166 -17.1216 -5.7016  0.00
H37 -20.3325 -25.8280 -5.8234  0.00
H38 -10.4371 -22.0750 -5.2889  0.00
N3 -11.8642 -19.0887 -4.3918  0.00
F2 -13.6882 -22.2834 -2.9511  0.00
As1 -15.3456 -22.0811 -2.7072  -0.01
C19 -18.1129 -22.9377 1.7345  0.00
C20 -13.3334 -19.0185 -9.5601  0.00
H39 -18.4507 -24.7234 -3.2535  0.00
H40 -17.8540 -22.1537 2.4067  0.00
H41 -14.6296 -29.3727 -1.3448  0.00
H42 -15.4154 -18.6080 -0.5052  0.00
H43 -14.8681 -21.1030 1.4011  0.00
O2 -16.9468 -29.7678 -0.5009  0.00
F3 -15.3408 -20.5727 -3.4368  0.00
H44 -15.2042 -17.9975 -5.0947  0.00
N4 -12.8442 -22.8243 6.3163  0.00
H45 -16.6346 -28.6934 -3.0149  0.00
C21 -14.6485 -24.7680 -7.8297  0.00
O3 -17.3456 -17.8837 -0.5678  0.00
H46 -18.0819 -19.8098 -3.1424  0.00
H47 -20.6930 -20.5894 -1.9318  0.00
H48 -16.4172 -17.1825 -6.1523  0.00
H49 -21.6141 -25.5395 -0.5108  0.00
C22 -12.3974 -25.0941 -3.0840  0.00
O4 -9.1483 -25.2391 -4.3705  0.01
C23 -11.6723 -18.1285 -2.1308  0.00
C24 -12.1365 -24.8873 -1.7141  0.01
F4 -15.0889 -24.0277 -1.8254  0.01
H50 -18.7449 -25.6449 -5.0999  0.00
H51 -11.8343 -16.6504 -7.6610  0.00
O5 -20.2853 -24.6684 -4.2239  0.00
H52 -9.2541 -19.7041 -3.9503  0.00
O6 -13.1533 -25.2637 -0.9320  -0.05
H53 -12.7314 -19.1530 -10.4214  0.00
O7 -9.1098 -19.2938 -1.9464  0.00
C25 -19.5013 -24.4609 -3.0203  0.00
H54 -14.3393 -19.3260 -9.8031  0.00
O8 -14.4014 -16.8791 -6.6969  0.00
H55 -12.3434 -22.3410 3.7692  0.00
C26 -13.1560 -20.4391 5.5697  0.00
F5 -15.1077 -21.5434 -1.0852  0.00
H56 -18.4768 -24.4001 -0.6904  0.00
H57 -17.2007 -19.9329 -0.8310  0.00
H58 -12.9501 -22.5753 7.2899  0.00
N5 -11.9689 -17.4496 -8.2740  0.00
O9 -14.2186 -21.6148 3.1859  0.00
H59 -11.3890 -25.4748 -5.0378  0.00
H60 -12.6422 -19.5648 -3.9086  0.00
H61 -15.6707 -16.8625 0.1480  0.00
H62 -19.1489 -23.2365 1.9855  0.00
C27 -16.4157 -28.1301 -2.1123  -0.03
H63 -12.3525 -18.2694 -4.7727  0.00
H64 -8.3372 -21.1714 -1.3087  0.00
F6 -15.7000 -22.9808 -4.1110  0.00
H65 -19.9823 -26.7909 -4.3111  0.00
N6 -16.5027 -26.6979 -2.2858  0.07
C28 -16.0684 -17.9002 0.0568  0.00
H66 -11.0759 -22.9624 -6.5780  0.00
H67 -14.2411 -23.8463 -7.4348  0.00
C29 -14.9139 -28.4398 -1.8145  0.06
C30 -9.8766 -19.7050 -3.0555  0.00
H68 -16.6324 -26.8775 -8.1583  0.00
O10 -8.8855 -23.6881 -1.9029  0.01
H69 -14.0780 -18.8712 -6.9019  0.00
H70 -11.5283 -18.2375 -7.8041  0.00
C31 -14.3154 -18.0518 -7.5538  0.00
H71 -7.2678 -20.2605 -2.4046  0.00
H72 -14.2680 -28.3871 -2.7023  -0.01
H73 -14.6548 -22.0515 5.7092  0.00
H74 -15.4316 -16.2360 -5.0235  0.00
H75 -11.1292 -17.7442 -1.2333  0.00
C32 -13.6087 -21.9162 5.4322  0.00
C33 -16.1560 -24.6742 -7.9163  0.00
C34 -11.4029 -25.0669 -4.0252  0.02
O11 -16.0796 -25.9035 -9.9511  0.00
H76 -19.9183 -26.3290 -2.2515  0.00
O12 -12.2113 -21.3717 -6.1662  0.00
H77 -17.3314 -26.7942 -11.2851  0.00
H78 -17.7470 -24.2195 -6.6813  0.00
N7 -18.7159 -19.0844 -2.8076  0.00
H79 -16.8273 -24.0438 2.7318  0.00
H80 -18.0385 -22.6041 0.6891  0.00
H81 -7.5028 -19.6287 -0.8306  0.00
H82 -16.3962 -24.1528 -5.7972  0.00
Cr1 -14.7338 -25.8006 -1.9446  3.03
H83 -12.3035 -18.9957 -1.8955  0.00
O13 -17.2465 -24.0734 1.8848  0.00
H84 -10.3472 -17.8027 -3.8620  0.00
C35 -10.8833 -18.5928 -3.3369  0.00
C36 -14.1011 -21.7766 1.7616  0.00
H85 -22.0184 -24.8893 -2.0673  0.00
H86 -21.2096 -23.8629 -0.8812  0.00
H87 -10.7491 -24.4327 -0.1964  0.00


A structure of composition C28H42N3O3P2Ti. Source: the OMol25 dataset; level of theory: wB97M-V/def2-TZVPD.

Its highest occupied orbital energy (alpha / beta) is -2.49 / -4.16 eV. Its expectation value of S² is 2.005. The HOMO-LUMO gap (alpha / beta) comes out at 0.1804 / 0.2414 Ha. The total charge is -1. Its spin multiplicity is 3. The total energy comes out at -82027.574 eV.

Last column: Mulliken spin population.
CARTESIAN COORDINATES (ANGSTROEM)
C1 -13.2788 -5.6529 -7.3434  0.00
H1 -18.8231 -1.8097 -3.5694  -0.01
C2 -19.1352 -5.9861 -5.3976  0.02
H2 -17.9841 -6.9777 -3.2056  0.00
H3 -15.2969 -1.1720 -9.3734  0.00
H4 -17.7888 -8.0438 -1.7811  0.00
H5 -16.5935 -7.1454 0.1924  0.00
H6 -15.8714 -2.1747 -10.6594  0.00
C3 -14.5151 -1.7819 -6.3422  -0.02
C4 -15.8825 -6.7619 -0.5552  0.00
C5 -16.7163 -0.8484 -1.0813  0.00
C6 -13.7030 -6.6267 -3.3495  0.04
C7 -15.2602 -2.1958 -9.7540  0.00
H7 -16.7660 -2.9023 -8.5249  0.01
C8 -13.1603 0.2077 -6.3893  0.00
C9 -13.9146 -0.6904 -4.2410  0.00
H8 -14.8062 -4.8458 -9.7866  0.00
C10 -12.3812 -3.5533 -8.3369  0.01
H9 -12.2524 -6.0332 -7.1604  0.00
P1 -15.0293 -3.4047 -7.0463  0.16
C11 -13.2527 -4.1335 -7.2474  -0.02
C12 -16.0991 -3.3755 -2.0518  -0.04
O1 -20.9039 -4.8476 -4.3648  0.01
H10 -12.5681 0.9451 -4.4666  0.00
H11 -17.1199 -6.3052 -5.4009  0.01
H12 -13.8042 -6.5577 -4.4252  -0.01
H13 -11.3400 -3.9037 -8.2652  0.00
H14 -16.4935 -7.9718 -2.9915  0.00
C13 -18.6805 -1.7462 -5.7147  0.03
O2 -19.1223 -0.6931 -6.1279  0.00
H15 -19.8760 -6.1460 -6.1706  0.00
C14 -19.6738 -4.7805 -4.6056  0.01
O3 -17.7440 -2.4312 -6.3812  -0.01
C15 -13.2150 -4.1833 -3.2507  -0.01
C16 -15.7599 -3.2120 -8.7562  0.01
H16 -13.8859 -5.3717 -1.6408  0.00
H17 -13.3519 -3.2341 -2.6717  0.00
H18 -16.9317 -1.8223 0.8469  0.00
C17 -15.7776 -4.6136 -9.3728  0.01
N1 -18.7778 -3.8136 -4.3705  -0.02
H19 -17.4769 -5.5892 -1.3420  0.01
H20 -12.6621 -6.8983 -3.1245  0.00
N2 -15.6091 -2.4320 -4.2330  -0.08
H21 -16.4776 -4.5863 -10.1935  0.00
C18 -13.8059 -0.8310 -7.0417  -0.01
C19 -13.1654 0.2146 -5.0060  0.00
P2 -15.9062 -4.9729 -2.9293  0.06
C20 -16.7156 -1.9279 -0.2098  0.01
Ti1 -16.8615 -3.7866 -5.2867  1.67
C21 -17.2827 -7.3705 -2.4897  0.02
H22 -15.1583 -7.5175 -0.8407  0.00
H23 -12.7784 -3.8836 -6.2848  0.02
C22 -16.0198 -2.2342 -2.9114  0.02
H24 -17.8137 -6.1582 -6.9340  0.01
H25 -13.4243 -3.9047 -4.3021  0.03
H26 -16.2927 -0.1164 -3.0729  0.00
C23 -16.6735 -6.2084 -1.7219  0.03
H27 -13.9419 -6.0720 -6.5697  0.02
H28 -12.7381 -3.7639 -9.3425  0.00
C24 -16.4727 -3.1905 -0.7246  0.00
C25 -14.7429 -1.6493 -4.9068  0.02
C26 -14.0813 -5.3168 -2.7144  -0.02
H29 -16.0591 -5.3929 -8.6175  0.00
H30 -15.3182 -5.9729 -0.0078  0.00
C27 -19.2359 -2.4318 -4.3860  0.00
H31 -12.1442 -4.4409 -3.1540  0.00
H32 -13.6826 -0.9707 -8.1112  0.00
C28 -16.3797 -0.9704 -2.3975  -0.02
H33 -14.3205 -7.4511 -3.0170  0.00
N3 -17.7898 -5.7827 -5.9997  0.01
H34 -14.2712 -2.3748 -10.1176  0.00
H35 -16.8964 0.1630 -0.7147  0.00
H36 -19.2115 -6.7998 -4.7051  0.00
H37 -13.6370 -5.9805 -8.2975  0.01
H38 -16.5147 -4.0474 -0.0408  0.00
H39 -12.5847 0.9517 -6.9504  0.00
H40 -12.2961 -2.4869 -8.2255  0.00
H41 -20.3050 -2.3307 -4.3791  0.01
H42 -13.9555 -0.6161 -3.1425  0.00


A cluster of 6 separate species, C21H31F16NO11P2 in total. Source: the OMol25 dataset; level of theory: wB97M-V/def2-TZVPD.

Its highest occupied orbital energy is -8.32 eV. The HOMO-LUMO gap comes out at 0.3160 Ha. Its structure (SMILES) is CCOC(=O)C(F)(F)F.CCOC(=O)C(F)(F)F.CCOC(=O)C(F)(F)F.CCOC(=O)C(F)(F)F.CCOC(=O)C(F)(F)F.CP(F)#P(N)O. The total energy comes out at -108353.239 eV.

Last column: Mulliken charge in e.
CARTESIAN COORDINATES (ANGSTROEM)
F1 2.5562 0.7922 0.5567  -0.24
C1 -2.2165 7.8966 3.4813  -0.06
O1 -2.6164 -4.3305 -5.6195  -0.32
O2 -2.3663 7.7378 2.0481  -0.34
H1 2.7801 5.5742 8.6924  0.32
H2 -2.1079 10.0502 3.5224  0.33
H3 -1.6183 2.3977 4.9178  0.40
H4 3.3492 6.2460 6.3438  0.31
C2 -4.5525 -5.0995 -6.7035  0.92
H5 2.6431 4.7343 5.7428  0.28
F2 -1.4477 6.7338 -0.4668  -0.24
H6 -2.8077 7.0874 3.9016  0.29
C3 2.2926 5.1140 7.8370  -0.20
F3 1.2478 2.4420 0.0711  -0.25
H7 0.7044 -1.8979 0.2943  -0.03
C4 -1.8251 -4.3357 -3.3060  -0.65
O3 -4.6019 -3.6450 -4.7820  -0.52
O4 1.0377 0.3107 2.7061  -0.50
C5 -3.9336 -4.2636 -5.5571  0.32
C6 -1.7166 8.0181 -0.1920  0.87
H8 2.5917 -6.5986 -4.0038  0.25
H9 3.1081 -8.2618 -3.6616  0.36
F4 1.8962 -5.2331 0.3612  -0.28
C7 3.1398 5.2052 6.5898  -1.06
H10 -2.8153 -4.4698 -2.8718  0.36
P1 2.5870 -3.1784 -1.6360  0.07
F5 -4.3786 -4.4625 -7.8699  -0.25
F6 -2.0211 5.7298 6.0691  -0.23
O5 0.0947 4.1833 6.5333  -0.50
P2 0.9672 -4.1531 -0.4119  0.30
C8 3.7009 -8.7634 -7.8335  0.92
C9 -2.7133 9.2474 3.9404  -1.20
C10 -1.1464 6.2004 6.9549  1.01
O6 -0.4684 8.9068 1.6703  -0.51
H11 2.0365 4.0844 8.0816  0.31
H12 4.0868 4.6929 6.7593  0.37
C11 3.0078 -8.9985 -6.4695  0.34
C12 -1.4117 1.4638 3.0019  -0.40
H13 1.0881 -9.1369 -4.8487  0.35
C13 2.2464 -7.6153 -3.8246  -1.01
H14 1.9313 -2.6680 1.2994  0.36
O7 -0.6035 1.5768 1.7990  -0.30
H15 -1.3713 -5.3159 -3.4546  0.23
H16 -1.1702 7.7420 3.7411  0.31
O8 2.1548 -8.0192 -6.2308  -0.33
H17 -2.3700 -2.6082 -4.4944  0.35
H18 1.6436 -7.6106 -2.9164  0.36
C14 1.2896 1.1724 0.4711  0.89
O9 3.2323 -9.9587 -5.7932  -0.52
F7 -2.9958 8.2500 -0.4974  -0.25
H19 0.5442 -7.4775 -5.1524  0.27
H20 -2.6542 9.3016 5.0275  0.35
H21 -2.4208 1.6760 2.6582  0.33
N1 1.4770 -2.4651 -2.7712  -0.44
F8 -3.9798 -6.3030 -6.7976  -0.24
C15 -0.9545 2.4434 4.0552  -0.96
F9 -5.8539 -5.2666 -6.5065  -0.24
H22 3.9449 -4.5871 -2.5802  0.31
H23 0.0539 2.2168 4.3962  0.34
O10 1.0613 5.8706 7.6878  -0.35
H24 0.1923 -2.9824 1.5993  0.42
F10 0.6911 0.4210 -0.4764  -0.26
F11 4.7419 -9.5744 -7.9715  -0.24
C16 -1.4297 8.2983 1.3028  0.35
F12 2.8371 -9.0089 -8.8278  -0.25
H25 -0.9718 3.4616 3.6663  0.27
C17 -1.8921 -3.5803 -4.6098  -0.28
H26 1.9800 -2.1875 -3.6097  0.25
H27 -1.2027 -3.7849 -2.6031  0.09
H28 1.0813 -1.6117 -2.3809  0.19
C18 1.4149 -8.1070 -4.9854  -0.24
F13 -1.7433 6.2579 8.1491  -0.28
H29 -0.9024 -3.4427 -5.0382  0.26
H30 -3.7508 9.3952 3.6407  0.33
C19 0.0929 5.2759 7.0209  0.30
C20 0.5648 0.9669 1.8247  0.35
O11 2.9861 -4.5132 -2.5277  -0.35
C21 0.9543 -2.8152 0.8396  -0.81
F14 4.1276 -7.5025 -7.9552  -0.25
F15 -0.9529 8.7813 -0.9622  -0.24
H31 -1.3622 0.4340 3.3534  0.34
F16 -0.8125 7.4433 6.5912  -0.26


A cluster of 2 separate species, C6H15N2 in total. Source: the OMol25 dataset; level of theory: wB97M-V/def2-TZVPD.

Its highest occupied orbital energy is -11.99 eV. The HOMO-LUMO gap comes out at 0.2908 Ha. The total charge is +1. The total energy comes out at -9435.419 eV.

Last column: Mulliken charge in e.
CARTESIAN COORDINATES (ANGSTROEM)
H1 -2.1496 1.5016 1.4208  0.39
C1 0.8044 -0.8789 -0.2746  -0.25
H2 -2.0841 -1.7460 -1.4439  0.41
H3 -1.8993 -2.0377 0.6748  0.23
H4 3.9044 0.1293 -0.0520  0.29
H5 3.2571 -0.9738 -1.3014  0.35
H6 -0.7554 1.5981 0.3134  0.17
C2 3.0634 -0.0244 -0.7924  -0.90
C3 -1.8125 1.2420 0.4178  -1.01
H7 -1.4476 -0.0367 -1.8487  0.43
H8 2.7270 0.7939 1.9448  0.28
C4 -1.9409 -0.1654 0.1732  0.98
H9 -2.5050 1.7482 -0.3160  0.38
N1 1.8678 -0.1740 0.0312  0.14
H10 1.7140 1.7416 0.5340  0.40
N2 -2.0572 -1.1582 1.0792  -0.31
C5 -2.0602 -0.5767 -1.2846  -1.47
C6 1.8449 0.7880 1.1178  -1.08
H11 -2.4719 -1.1493 1.9916  0.24
H12 1.0589 -1.5779 -1.1571  0.13
H13 0.9986 0.6336 1.7106  0.35
H14 3.0851 0.7146 -1.4883  0.37
H15 -3.1419 -0.3920 -1.4500  0.47